No. 1
The following is a quantum chemistry calculation of a 9-piece molecular cluster, C54H84ClF5N4O29PS overall, from the OMol25 dataset.

Geometry as ORCA input:
```
! wB97M-V def2-TZVPD RIJCOSX def2/J DEFGRID3
* xyz 1 1
N -5.34 5.76 -3.55
P -5.72 4.29 -2.98
C -4.19 3.15 -2.85
C -2.91 3.81 -2.18
C -2.85 5.31 -1.62
O -2.67 6.32 -2.33
O -2.95 5.56 -0.18
C -4.32 5.65 0.23
F -4.83 4.30 0.37
F -5.07 6.44 -0.68
C -4.50 6.33 1.68
C -4.10 5.63 3.02
C -4.33 6.33 4.41
C -4.97 7.77 4.54
C -5.35 8.48 3.19
C -5.96 9.97 3.31
F -4.85 10.82 3.66
F -6.45 10.38 2.02
F -6.96 10.08 4.32
C -5.11 7.78 1.80
C -1.65 2.90 -2.04
C -0.36 3.56 -1.35
C -0.21 3.14 0.23
C 0.87 4.15 0.86
C 1.73 3.53 2.09
N 3.15 3.22 1.72
C -1.73 1.42 -2.55
C -0.39 0.52 -2.34
O 0.22 0.12 -3.59
C 0.27 1.20 -4.53
C 1.20 2.45 -4.41
C 1.28 3.62 -5.43
C 0.36 3.58 -6.70
C -0.56 2.33 -6.86
C -0.63 1.15 -5.83
N -2.94 0.86 -3.16
C -3.04 -0.57 -3.61
N -3.82 -1.39 -2.60
C -4.17 1.65 -3.34
C -5.52 1.07 -3.95
C -5.52 0.90 -5.56
C -5.99 -0.63 -5.86
C -6.66 -0.82 -7.32
S -8.15 -1.91 -7.11
O -8.59 -2.51 -8.42
O -9.27 -1.07 -6.55
Cl -7.85 -3.49 -5.79
H -5.88 5.95 -4.40
H -6.27 4.43 -1.65
H -6.73 3.78 -3.87
H -3.63 4.59 3.01
H -4.06 5.80 5.39
H -5.14 8.25 5.57
H -5.43 8.39 0.88
H -0.26 4.69 -1.52
H 0.57 3.09 -1.86
H 0.19 2.06 0.33
H -1.21 3.17 0.78
H 0.34 5.11 1.21
H 1.62 4.40 0.01
H 1.80 4.38 2.88
H 1.24 2.62 2.59
H 3.63 2.70 2.46
H 3.21 2.66 0.85
H 0.33 0.97 -1.58
H -0.79 -0.46 -1.86
H 1.86 2.49 -3.46
H 2.01 4.49 -5.22
H 0.34 4.41 -7.49
H -1.23 2.28 -7.78
H -1.30 0.22 -5.96
H -2.02 -1.09 -3.70
H -3.52 -0.63 -4.66
H -3.37 -2.32 -2.55
H -3.86 -0.92 -1.69
H -5.72 0.03 -3.49
H -6.46 1.69 -3.69
H -6.17 1.67 -6.12
H -4.42 0.95 -5.92
H -5.12 -1.38 -5.80
H -6.76 -1.00 -5.08
H -5.94 -1.40 -8.02
H -6.97 0.19 -7.75
C 4.76 9.23 -1.20
O 5.18 8.42 -0.10
C 4.81 7.13 -0.19
O 4.18 6.64 -1.10
O 5.26 6.49 0.89
C 4.93 5.10 0.93
H 5.11 10.25 -1.01
H 5.20 8.88 -2.13
H 3.67 9.25 -1.27
H 5.39 4.58 0.08
H 3.86 4.95 0.94
H 5.35 4.68 1.84
C 2.07 2.12 7.08
O 1.02 2.28 6.12
C -0.22 2.18 6.64
O -0.49 1.98 7.80
O -1.10 2.36 5.64
C -2.47 2.28 6.03
H 3.02 2.22 6.55
H 2.01 2.90 7.84
H 2.02 1.13 7.54
H -2.70 3.07 6.76
H -2.69 1.30 6.45
H -3.08 2.44 5.15
C 4.21 -1.84 2.13
O 5.61 -1.95 1.88
C 6.33 -0.89 2.28
O 5.89 0.11 2.81
O 7.62 -1.12 1.98
C 8.51 -0.07 2.35
H 3.73 -2.75 1.77
H 4.01 -1.75 3.21
H 3.78 -0.99 1.59
H 8.49 0.09 3.43
H 8.26 0.85 1.82
H 9.52 -0.37 2.07
C -0.67 -0.96 3.86
O -0.25 -1.23 2.53
C -0.51 -2.47 2.10
O -1.06 -3.34 2.74
O -0.06 -2.58 0.84
C -0.28 -3.86 0.25
H -0.41 0.08 4.09
H -1.76 -1.06 3.95
H -0.16 -1.61 4.57
H -1.35 -4.08 0.19
H 0.25 -4.64 0.80
H 0.12 -3.83 -0.77
C -4.87 -4.78 1.35
O -4.45 -5.04 0.02
C -4.71 -6.29 -0.42
O -5.26 -7.16 0.22
O -4.26 -6.40 -1.68
C -4.48 -7.68 -2.27
H -4.61 -3.75 1.59
H -5.96 -4.89 1.44
H -4.36 -5.44 2.06
H -5.55 -7.90 -2.33
H -3.96 -8.46 -1.71
H -4.08 -7.65 -3.28
C 6.77 -3.69 0.63
O 7.04 -5.03 0.23
C 8.15 -5.56 0.77
O 8.89 -5.01 1.55
O 8.28 -6.82 0.31
C 9.43 -7.51 0.82
H 5.86 -3.37 0.13
H 6.61 -3.64 1.71
H 7.58 -3.03 0.33
H 9.37 -7.61 1.90
H 10.35 -6.99 0.52
H 9.44 -8.50 0.38
C -5.19 -11.29 -0.80
O -4.76 -11.55 -2.14
C -5.03 -12.79 -2.57
O -5.58 -13.66 -1.94
O -4.58 -12.90 -3.83
C -4.80 -14.19 -4.42
H -4.92 -10.26 -0.56
H -6.27 -11.39 -0.72
H -4.68 -11.95 -0.10
H -5.86 -14.41 -4.48
H -4.27 -14.96 -3.86
H -4.39 -14.16 -5.44
C 9.83 -2.92 4.24
O 10.62 -1.79 4.63
C 11.73 -2.11 5.32
O 12.09 -3.22 5.62
O 12.38 -0.97 5.61
C 13.59 -1.15 6.35
H 8.96 -2.54 3.69
H 10.40 -3.58 3.58
H 9.47 -3.46 5.12
H 14.30 -1.75 5.78
H 13.38 -1.62 7.32
H 14.02 -0.17 6.53
*
```

The calculation puts the gap between HOMO and LUMO at 0.226 Ha. The value obtained for the total energy is -6207.20498 Ha. Its highest occupied orbital energy is -11.022 eV.

=====

No. 2
The following is a quantum chemistry calculation of a 9-piece molecular cluster, C54H99N14O2 overall, from the OMol25 dataset.

Geometry as ORCA input:
```
! wB97M-V def2-TZVPD RIJCOSX def2/J DEFGRID3
* xyz 1 1
C 0.26 1.90 0.23
C 1.08 1.04 -0.42
C 0.53 -0.12 -1.15
O -0.37 -0.02 -1.97
O 1.09 -1.30 -0.84
C 0.15 -2.23 -0.27
C -0.05 -3.48 -1.13
C -1.51 -3.99 -1.07
C -2.20 -4.01 -2.45
C -3.31 -5.08 -2.54
C -4.72 -4.47 -2.32
C -4.65 -3.53 -1.17
N -4.77 -2.21 -1.30
C -4.65 -1.71 -0.05
N -4.73 -0.40 0.26
C -4.63 0.16 1.60
C -3.21 0.45 2.08
N -5.00 0.49 -0.81
C -3.89 1.38 -1.12
C -4.23 2.16 -2.39
C -2.99 2.60 -3.18
C -2.49 1.43 -4.05
N -4.46 -2.70 0.85
C -4.29 -2.79 2.30
C -5.61 -3.14 2.99
C -5.51 -3.09 4.51
C -4.37 -3.93 5.09
C -3.02 -3.18 5.20
N -4.48 -3.85 0.12
N -4.35 -5.12 0.65
H -0.51 2.47 -0.29
H 0.36 2.08 1.30
H 2.15 1.28 -0.41
H -0.79 -1.71 -0.08
H 0.54 -2.54 0.69
H 0.59 -4.25 -0.71
H 0.23 -3.33 -2.16
H -1.51 -5.02 -0.71
H -2.04 -3.36 -0.36
H -1.45 -4.22 -3.21
H -2.58 -3.01 -2.67
H -3.09 -5.85 -1.80
H -3.29 -5.58 -3.50
H -4.93 -3.87 -3.20
H -5.50 -5.21 -2.22
H -5.16 1.11 1.56
H -5.19 -0.44 2.30
H -2.79 -0.32 2.73
H -3.25 1.36 2.68
H -2.51 0.66 1.28
H -5.83 1.00 -0.53
H -2.95 0.84 -1.21
H -3.82 2.14 -0.34
H -4.79 3.05 -2.11
H -4.88 1.55 -3.02
H -2.20 2.96 -2.52
H -3.29 3.42 -3.82
H -1.42 1.44 -4.15
H -2.99 1.45 -5.01
H -2.81 0.51 -3.57
H -3.81 -1.92 2.73
H -3.62 -3.62 2.47
H -5.85 -4.16 2.71
H -6.42 -2.52 2.61
H -5.45 -2.06 4.88
H -6.43 -3.49 4.93
H -4.23 -4.84 4.50
H -4.63 -4.26 6.09
H -2.53 -3.36 6.15
H -2.37 -3.48 4.38
H -3.16 -2.11 5.11
H -3.47 -5.53 0.34
H -5.10 -5.71 0.30
C 1.10 -4.73 5.88
C 0.61 -6.10 5.42
C 0.78 -6.32 3.91
C -0.02 -5.37 3.13
N -0.63 -4.61 2.54
H 0.54 -3.93 5.41
H 0.99 -4.63 6.96
H 2.16 -4.59 5.64
H -0.43 -6.23 5.70
H 1.18 -6.88 5.94
H 0.48 -7.33 3.64
H 1.83 -6.22 3.63
C 4.48 2.30 -4.29
C 4.30 1.76 -2.88
C 5.16 2.49 -1.84
C 6.59 2.34 -2.09
N 7.71 2.22 -2.29
H 5.51 2.18 -4.63
H 3.84 1.76 -4.99
H 4.23 3.36 -4.34
H 4.54 0.69 -2.86
H 3.25 1.86 -2.59
H 4.93 2.11 -0.84
H 4.90 3.56 -1.83
C 8.23 1.52 1.67
C 8.48 2.94 2.16
C 7.28 3.54 2.90
C 6.11 3.67 2.04
N 5.19 3.74 1.35
H 7.41 1.48 0.95
H 9.12 1.12 1.17
H 7.99 0.86 2.50
H 8.75 3.57 1.31
H 9.33 2.94 2.83
H 7.54 4.53 3.28
H 7.03 2.92 3.76
C -4.89 3.12 7.46
C -4.78 3.39 5.96
C -5.34 2.25 5.11
C -4.61 1.00 5.30
N -4.02 0.02 5.45
H -4.32 2.23 7.75
H -4.50 3.96 8.03
H -5.93 2.97 7.75
H -3.73 3.57 5.70
H -5.32 4.30 5.72
H -5.30 2.52 4.05
H -6.39 2.08 5.35
C 3.30 6.44 2.95
C 3.12 5.88 4.36
C 3.99 6.59 5.40
C 5.42 6.43 5.13
N 6.53 6.30 4.89
H 4.32 6.32 2.60
H 2.65 5.92 2.25
H 3.05 7.51 2.92
H 3.35 4.81 4.36
H 2.08 5.99 4.66
H 3.78 6.20 6.39
H 3.76 7.66 5.42
C -2.16 -1.88 -6.87
C -3.44 -1.76 -7.68
C -4.71 -1.74 -6.82
C -4.87 -2.98 -6.07
N -4.95 -3.95 -5.47
H -2.14 -2.82 -6.31
H -1.29 -1.87 -7.53
H -2.06 -1.06 -6.16
H -3.50 -2.58 -8.40
H -3.41 -0.84 -8.26
H -5.58 -1.59 -7.45
H -4.67 -0.90 -6.11
C 13.10 0.70 2.08
C 13.66 2.02 2.59
C 13.61 2.14 4.12
C 12.24 2.12 4.62
N 11.16 2.08 5.01
H 12.05 0.58 2.34
H 13.17 0.64 0.99
H 13.65 -0.15 2.50
H 13.11 2.85 2.14
H 14.70 2.12 2.27
H 14.08 3.07 4.43
H 14.18 1.33 4.58
C -2.46 1.61 -12.59
C -3.86 1.60 -11.99
C -3.95 2.33 -10.65
C -3.12 1.69 -9.62
N -2.45 1.20 -8.83
H -1.74 1.11 -11.94
H -2.45 1.11 -13.55
H -2.11 2.64 -12.74
H -4.19 0.56 -11.88
H -4.55 2.07 -12.69
H -4.98 2.34 -10.30
H -3.64 3.37 -10.77
*
```

The calculation puts the gap between HOMO and LUMO at 0.319 Ha. The value obtained for the total energy is -3033.64297 Ha. Its highest occupied orbital energy is -10.597 eV.

=====

Q: Which strongest force on any atom values were calculated for the entries above? A: 7.713, 3.376, in eV/A.